No. 1
This record from the OMol25 dataset describes the molecule C27H29N5O3. The level of theory is the ωB97M-V functional and the def2-TZVPD basis.

Relative energy (zero: lowest compared OMol25 entry of this formula, charge and spin) (kJ/mol): 57.8
HOMO level (eV): -7.8
Spin multiplicity: 1
SMILES: COc1ccc(Cn2c(=O)[nH]c3cc(C(=O)Nc4ccc(N5CCN(C)CC5)cc4)ccc32)cc1
Molecular weight (g mol⁻¹): 471.56
Gap between HOMO and LUMO (eV): 8.42
Largest force on an atom (hartree/bohr): 0.012

Each line ends with the Mulliken charge.
Geometry (Å):
1 C -4.587 -1.057 1.002  -0.6274
2 O -3.504 -1.334 1.864  -0.4736
3 C -2.408 -1.948 1.344  0.4236
4 C -1.395 -2.264 2.252  -0.4925
5 C -0.251 -2.908 1.829  -0.4072
6 C -0.088 -3.258 0.495  0.6161
7 C 1.163 -3.940 -0.001  -1.9082
8 N 2.010 -2.995 -0.696  0.1195
9 C 1.879 -2.733 -2.045  0.1747
10 O 1.188 -3.331 -2.837  -0.6671
11 N 2.701 -1.659 -2.311  -0.1217
12 C 3.307 -1.226 -1.153  0.5500
13 C 4.143 -0.163 -0.895  -0.6798
14 C 4.566 0.019 0.419  -0.0592
15 C 5.354 1.256 0.733  -0.0067
16 O 6.521 1.286 1.056  -0.6608
17 N 4.609 2.381 0.563  -0.1137
18 C 3.205 2.360 0.375  -0.1217
19 C 2.627 2.829 -0.799  -0.6306
20 C 1.269 2.706 -1.003  -0.3717
21 C 0.441 2.109 -0.045  0.1066
22 N -0.925 2.030 -0.276  0.1763
23 C -1.828 1.773 0.824  -0.1952
24 C -3.210 2.311 0.456  -1.4448
25 N -3.703 1.666 -0.749  0.2255
26 C -5.045 2.101 -1.077  -1.2857
27 C -2.781 1.920 -1.843  -1.0232
28 C -1.397 1.388 -1.485  -0.2536
29 C 1.028 1.678 1.147  -0.2124
30 C 2.386 1.807 1.352  -0.7293
31 C 4.196 -0.870 1.421  -0.7354
32 C 3.333 -1.926 1.168  -0.7158
33 C 2.871 -2.083 -0.125  1.3304
34 C -1.087 -2.924 -0.409  -0.6005
35 C -2.238 -2.275 0.002  -0.1110
36 H -4.304 -0.347 0.218  0.0829
37 H -5.354 -0.614 1.635  0.2527
38 H -4.979 -1.975 0.553  0.4335
39 H -1.535 -1.999 3.288  0.4591
40 H 0.515 -3.153 2.550  0.2832
41 H 1.728 -4.379 0.824  0.5681
42 H 0.905 -4.719 -0.724  0.4275
43 H 2.807 -1.254 -3.225  0.2048
44 H 4.453 0.511 -1.678  0.3934
45 H 5.083 3.271 0.646  0.2540
46 H 3.248 3.287 -1.554  0.4523
47 H 0.836 3.084 -1.917  0.5826
48 H -1.476 2.302 1.711  0.6891
49 H -1.902 0.699 1.048  -0.0708
50 H -3.906 2.104 1.272  0.4821
51 H -3.143 3.406 0.321  0.4304
52 H -5.390 1.558 -1.956  0.3596
53 H -5.100 3.180 -1.286  0.4239
54 H -5.708 1.874 -0.243  0.3548
55 H -3.149 1.409 -2.735  0.4346
56 H -2.710 3.001 -2.061  0.3145
57 H -0.704 1.579 -2.304  0.6471
58 H -1.463 0.299 -1.331  -0.1546
59 H 0.429 1.213 1.914  0.4014
60 H 2.826 1.455 2.273  0.5359
61 H 4.571 -0.715 2.422  0.5072
62 H 3.029 -2.591 1.961  0.3082
63 H -0.963 -3.178 -1.451  0.4685
64 H -2.996 -2.034 -0.727  0.3998


No. 2
This record from the OMol25 dataset describes C27H29N5O3Zn as an isolated structure. The level of theory is the ωB97M-V functional and the def2-TZVPD basis.

Total charge: +2
HOMO level (eV): -14.0
Spin multiplicity: 1
Molecular weight (g mol⁻¹): 536.95
Gap between HOMO and LUMO (eV): 8.73
Largest force on an atom (hartree/bohr): 0.013

Each line ends with the Mulliken charge.
Geometry (Å):
1 Zn 1.002 -0.449 0.382  0.6609
2 C 2.051 1.088 -4.745  -1.0970
3 N 2.282 0.218 -3.598  0.0665
4 C 3.173 -0.920 -3.824  -1.0122
5 C 1.761 0.399 -2.396  0.5822
6 O 2.060 -0.324 -1.428  -0.6987
7 C 0.770 1.536 -2.195  -0.8098
8 O 0.115 1.341 -0.954  -0.1996
9 C -0.175 2.518 -0.221  -0.9527
10 C 0.483 2.413 1.152  0.6784
11 O 1.012 1.336 1.483  -0.6710
12 N 0.420 3.465 1.953  0.1099
13 C 0.982 3.391 3.301  -1.0031
14 C -0.083 4.764 1.512  -0.9454
15 H 3.005 1.310 -5.219  0.3972
16 H 1.406 0.596 -5.475  0.3550
17 H 1.596 2.031 -4.455  0.4270
18 H 4.209 -0.657 -3.607  0.3003
19 H 2.876 -1.746 -3.184  0.3105
20 H 3.098 -1.217 -4.867  0.4045
21 H 1.336 2.473 -2.195  0.4962
22 H 0.033 1.564 -3.001  0.4789
23 H 0.175 3.408 -0.745  0.5885
24 H -1.257 2.596 -0.086  0.3778
25 H 1.140 2.350 3.563  0.2635
26 H 1.933 3.922 3.352  0.3522
27 H 0.287 3.842 4.007  0.3789
28 H -1.005 4.670 0.941  0.3872
29 H -0.289 5.371 2.388  0.2845
30 H 0.661 5.288 0.908  0.3415
31 C 5.039 -1.221 1.737  -0.9212
32 C 3.938 -0.963 0.917  -0.0979
33 N 2.694 -1.029 1.353  0.1153
34 C 2.466 -1.353 2.648  0.1585
35 C 3.512 -1.608 3.550  0.8206
36 C 4.826 -1.538 3.055  -0.6116
37 C 3.207 -1.940 4.909  -0.9469
38 C 1.928 -2.035 5.332  -0.8612
39 C 0.838 -1.810 4.431  0.8941
40 C -0.510 -1.937 4.811  -0.6951
41 C -1.496 -1.761 3.873  -0.9726
42 C -1.135 -1.417 2.566  -0.5357
43 N 0.118 -1.246 2.194  0.3467
44 C 1.101 -1.459 3.095  0.3093
45 H 6.038 -1.165 1.330  0.4667
46 H 4.062 -0.698 -0.124  0.4437
47 H 5.658 -1.743 3.717  0.4684
48 H 4.030 -2.114 5.589  0.4393
49 H 1.704 -2.293 6.359  0.4653
50 H -0.755 -2.181 5.837  0.4767
51 H -2.540 -1.873 4.127  0.4611
52 H -1.892 -1.278 1.802  0.6532
53 N -0.002 -1.978 -0.510  -0.3690
54 C -0.184 -3.106 -0.639  0.6913
55 C -0.432 -4.491 -0.791  0.2470
56 C -0.597 -5.289 0.347  -0.3860
57 C -0.846 -6.639 0.195  -0.6418
58 C -0.935 -7.194 -1.076  -0.3898
59 C -0.771 -6.401 -2.205  -0.6412
60 C -0.520 -5.049 -2.071  -0.4232
61 H -0.529 -4.845 1.332  0.4879
62 H -0.981 -7.261 1.069  0.4126
63 H -1.131 -8.252 -1.187  0.4128
64 H -0.848 -6.838 -3.191  0.4085
65 H -0.394 -4.421 -2.943  0.4622


No. 3
This record from the OMol25 dataset describes the molecule C27H29N5O4 at a distorted geometry. The level of theory is the ωB97M-V functional and the def2-TZVPD basis.

Relative energy (zero: lowest compared OMol25 entry of this formula, charge and spin) (kJ/mol): 285.2
HOMO level (eV): -8.8
Spin multiplicity: 1
SMILES: CCN(CC)C(=O)C(=O)c1cccn1-c1cccc(-n2cccc2C(=O)C(=O)N(CC)CC)c1C#N
Molecular weight (g mol⁻¹): 487.56
Gap between HOMO and LUMO (eV): 8.55
Largest force on an atom (hartree/bohr): 0.020

Each line ends with the Mulliken charge.
Geometry (Å):
1 C 2.894 1.206 -0.436  -1.0689
2 C 1.663 1.740 -1.161  -0.4810
3 N 1.667 3.186 -1.263  0.4249
4 C 2.315 3.785 -2.415  -0.7115
5 C 1.371 3.871 -3.611  -1.0795
6 C 1.147 3.987 -0.320  0.3277
7 O 1.149 5.205 -0.372  -0.6767
8 C 0.523 3.267 0.879  0.7167
9 O 1.207 2.801 1.773  -0.6498
10 C -0.921 3.263 0.843  0.2082
11 C -1.780 3.933 -0.017  -0.7244
12 C -3.083 3.546 0.303  -1.0761
13 C -2.995 2.632 1.328  -0.2574
14 N -1.697 2.478 1.671  0.3998
15 C -1.195 1.539 2.591  -0.0080
16 C -0.551 1.943 3.751  -0.3764
17 C -0.029 0.995 4.612  -0.9441
18 C -0.117 -0.355 4.313  -0.6658
19 C -0.751 -0.774 3.153  -0.5902
20 N -0.810 -2.142 2.839  0.4211
21 C -1.275 -3.095 3.678  -0.3520
22 C -1.160 -4.326 3.075  -1.2962
23 C -0.580 -4.115 1.823  -0.5462
24 C -0.364 -2.750 1.681  -0.0656
25 C 0.281 -2.070 0.585  0.7946
26 O 0.464 -0.866 0.502  -0.4093
27 C 0.873 -3.020 -0.459  0.1821
28 O 1.896 -3.623 -0.182  -0.6596
29 N 0.249 -3.096 -1.643  0.4150
30 C -1.017 -2.448 -1.921  -0.3838
31 C -2.205 -3.343 -1.575  -1.1711
32 C 0.827 -3.929 -2.684  -0.7259
33 C 1.667 -3.105 -3.655  -1.1515
34 C -1.329 0.176 2.300  1.6243
35 C -2.036 -0.230 1.146  0.1880
36 N -2.646 -0.561 0.234  -0.6751
37 H 3.807 1.481 -0.958  0.4150
38 H 2.832 0.124 -0.371  0.2140
39 H 2.928 1.609 0.573  0.2322
40 H 1.618 1.333 -2.175  0.4342
41 H 0.767 1.411 -0.629  0.0526
42 H 2.627 4.791 -2.123  0.4200
43 H 3.199 3.194 -2.666  0.3367
44 H 1.015 2.884 -3.898  0.2901
45 H 1.887 4.315 -4.458  0.3996
46 H 0.515 4.491 -3.360  0.2697
47 H -1.480 4.640 -0.765  0.6066
48 H -3.987 3.887 -0.161  0.4828
49 H -3.771 2.095 1.839  0.5096
50 H -0.448 2.996 3.958  0.5244
51 H 0.476 1.310 5.512  0.3900
52 H 0.331 -1.092 4.963  0.6015
53 H -1.677 -2.835 4.638  0.5108
54 H -1.457 -5.266 3.495  0.4878
55 H -0.321 -4.864 1.101  0.6188
56 H -1.040 -2.195 -2.984  0.4779
57 H -1.090 -1.521 -1.351  -0.0079
58 H -2.196 -3.589 -0.516  0.2096
59 H -2.178 -4.267 -2.149  0.3903
60 H -3.129 -2.818 -1.797  0.3933
61 H 1.463 -4.668 -2.190  0.4350
62 H 0.020 -4.442 -3.212  0.3441
63 H 1.062 -2.345 -4.146  0.3018
64 H 2.095 -3.752 -4.416  0.4159
65 H 2.474 -2.615 -3.118  0.2869


> gap between HOMO and LUMO of number 2 (C27H29N5O3Zn)?

8.73 eV


> What is the molecular weight in the first record?

471.56 g mol⁻¹